65
Properties=species:S:1:pos:R:3:forces:R:3 method="wB97M-V/def2-TZVPD" gap_ev=3.69 e_lumo_ev=3.73 e_tot_ev=-109211.0514 homo_energy_ev=0.036 total_charge=-2
O -2.833 -0.828 -0.584 -8.79 1.66 6.35
H -1.009 -3.513 -2.221 0.62 -0.04 0.32
C -3.063 3.836 1.446 0.42 -0.11 -0.25
H -0.908 -4.452 2.479 0.71 -0.27 -0.38
C 2.720 1.693 2.608 -0.40 0.16 -0.14
H 1.203 -3.782 3.710 0.06 -0.10 -0.48
S 0.172 -5.658 0.621 -0.69 0.72 0.56
H -2.248 3.220 -4.359 0.06 -0.05 0.08
C 2.429 -3.525 -0.685 0.86 -0.22 0.70
C -3.808 1.584 1.828 0.29 0.16 -0.21
C 1.104 2.106 0.824 0.44 1.07 0.44
H -1.247 4.063 0.355 0.05 -0.21 0.00
O -1.345 -1.160 -1.305 7.54 -1.77 -6.49
H 2.877 4.926 1.591 -0.01 -0.05 -0.01
H -1.778 -4.932 -0.508 0.40 0.42 0.01
S 1.174 -2.558 1.624 1.94 -0.68 1.04
C 1.706 1.245 1.758 -0.12 -0.06 0.25
S 1.126 -2.679 -1.562 0.27 -3.20 -1.09
H 3.484 -3.272 1.228 -0.48 -0.22 0.03
H 3.356 -3.505 -1.286 -0.29 0.12 0.15
H -3.203 4.908 1.544 0.03 -0.03 -0.01
O -1.226 0.721 -2.741 -0.99 -6.41 -1.84
H 3.080 -1.765 0.431 -0.79 -0.52 0.02
C -1.320 3.101 -3.807 -0.20 0.25 0.71
H -1.095 -3.517 0.323 0.37 -0.47 0.02
C -1.338 2.482 -2.554 -0.63 3.51 0.02
H -0.100 4.000 -5.335 0.01 0.02 0.03
P -0.193 1.400 -0.236 -0.39 0.56 1.13
C 2.681 -2.782 0.641 1.46 -0.30 0.02
H 1.976 -0.418 -0.085 1.34 0.34 0.35
H 1.099 4.145 0.089 0.01 -0.16 -0.03
C -3.990 2.956 1.985 0.17 -0.40 -0.14
C 1.542 3.438 0.785 0.08 -0.25 0.23
H 2.190 -4.578 -0.507 -0.01 0.30 -0.07
C -2.687 1.077 1.137 -0.03 -0.02 0.11
H -4.863 3.330 2.511 0.03 -0.02 0.00
C -0.115 3.532 -4.356 0.60 -0.12 0.16
H 0.144 -4.852 -2.200 -0.07 0.33 0.40
O -1.344 -1.163 1.373 -0.62 -0.40 0.36
O -0.474 -1.400 -3.495 -0.37 0.46 -0.57
C -1.944 3.339 0.771 -0.58 -0.20 0.32
H 3.931 3.366 3.211 0.00 0.01 -0.04
H -4.554 0.900 2.226 0.32 -0.04 -0.16
C 0.068 -4.965 2.309 -0.43 -0.88 0.69
C -0.158 2.296 -1.814 1.81 3.67 0.78
H 2.019 3.630 -4.092 -0.06 -0.03 0.04
C -0.831 -4.397 -0.284 -0.49 -0.42 -0.74
H 2.191 -4.635 2.469 -0.52 0.54 0.04
O -3.779 -1.225 1.650 0.47 -0.42 0.29
S -2.646 -0.739 0.863 -2.53 1.81 -0.40
O 0.723 -0.249 -1.807 0.65 1.82 -3.32
Cl -0.585 -0.519 -2.350 0.70 -2.74 -1.73
C -1.713 1.953 0.609 -0.93 1.66 0.44
H 1.997 2.510 -1.909 -0.21 -0.05 0.07
Na 0.214 -1.059 -0.037 0.11 -0.23 2.25
C 1.049 2.700 -2.408 -0.71 -0.13 0.78
C 1.250 -4.069 2.639 -0.08 -0.13 0.33
H 0.066 -5.839 3.004 0.02 0.45 -0.43
H -2.289 2.109 -2.172 0.03 1.25 0.30
H 3.165 1.003 3.319 -0.05 0.05 -0.07
C 1.071 3.326 -3.658 -0.35 0.01 -0.51
C -0.197 -3.969 -1.617 -0.10 -0.30 -0.45
C 3.146 3.016 2.546 -0.10 -0.03 -0.17
H 1.375 0.207 1.831 0.16 0.51 -0.05
C 2.555 3.890 1.637 -0.02 -0.16 -0.02


11
Properties=species:S:1:pos:R:3:forces:R:3 method="wB97M-V/def2-TZVPD" gap_ev=8.53 e_lumo_ev=-0.32 e_tot_ev=-11825.8341 homo_energy_ev=-8.849 relative_energy_kj_mol=356.9 total_charge=0
C 0.917 0.980 0.006 -3.59 0.85 0.01
C -1.191 0.892 -0.001 4.43 0.50 0.00
H -0.256 -2.193 -0.038 0.05 -0.06 0.04
O 2.254 -1.029 -0.017 0.31 -0.07 0.00
C 1.025 -0.446 -0.006 -0.21 -0.89 0.01
H -3.001 1.599 -0.010 0.03 -0.27 -0.02
C -0.150 -1.120 -0.008 0.64 0.86 -0.04
N -2.005 1.813 -0.018 -0.40 0.12 0.05
O 1.566 1.962 0.018 -0.12 -0.79 -0.02
O -1.333 -0.470 0.014 -1.16 -0.34 -0.02
H 2.174 -1.987 0.060 0.01 0.09 -0.01